#i
C4H11N3O2 | wB97M-V/def2-TZVPD

```
! wB97M-V def2-TZVPD RIJCOSX def2/J DEFGRID3
* xyz 0 1
C 1.989 2.016 -1.658
C 2.908 1.064 -0.963
O 3.289 1.444 0.283
O 3.293 0.016 -1.392
H 1.304 2.602 -1.035
H 1.345 1.394 -2.289
H 2.431 2.737 -2.319
C -1.824 0.157 1.993
C -1.290 -1.363 0.343
N -1.059 -0.226 0.855
N -2.323 -2.221 0.791
N -0.580 -1.821 -0.746
H 2.828 2.258 0.528
H -3.235 -1.816 0.644
H -2.263 -3.110 0.306
H 0.396 -1.667 -0.868
H -1.017 -2.428 -1.403
H -2.111 -0.611 2.718
H -2.768 0.618 1.679
H -1.314 0.958 2.534
*
```

HOMO level: -8.67 eV
E_LUMO: 0.71 eV
gap between HOMO and LUMO: 0.34462 hartree


#ii
C4H11N3O2 | wB97M-V/def2-TZVPD

```
! wB97M-V def2-TZVPD RIJCOSX def2/J DEFGRID3
* xyz 0 1
C -0.779 2.558 0.305
C -1.321 1.271 -0.214
O -2.046 0.407 0.183
O -0.905 1.204 -1.546
H 0.097 2.857 -0.253
H -0.492 2.503 1.357
H -1.581 3.302 0.298
C 0.437 -2.145 -1.434
C 0.968 -0.865 0.493
N 1.630 0.231 1.066
N 1.159 -1.124 -0.716
N 0.051 -1.527 1.347
H 2.553 0.291 0.668
H 1.790 0.267 2.065
H -1.359 0.436 -1.864
H -0.853 -1.628 0.907
H -0.104 -0.925 2.146
H -0.200 -1.603 -2.145
H -0.201 -2.714 -0.753
H 1.158 -2.799 -1.912
*
```

HOMO level: -8.84 eV
E_LUMO: 0.80 eV
gap between HOMO and LUMO: 0.35401 hartree


#iii
C4H11N3O2 | wB97M-V/def2-TZVPD

```
! wB97M-V def2-TZVPD RIJCOSX def2/J DEFGRID3
* xyz 0 1
C 2.944 1.575 1.471
C 1.959 0.706 0.801
O 2.003 -0.514 0.745
O 0.910 1.364 0.316
H 3.532 2.038 0.667
H 3.687 1.136 2.137
H 2.571 2.366 2.122
C -2.508 0.769 0.284
C -1.283 -1.008 -0.844
N -0.281 -1.919 -0.716
N -1.310 -0.090 0.104
N -2.204 -1.117 -1.821
H 0.470 -1.585 -0.118
H -0.115 -2.809 -1.165
H 0.162 0.713 0.120
H -2.776 -0.295 -1.943
H -2.422 -1.803 -2.499
H -3.095 0.260 1.052
H -3.075 0.802 -0.645
H -2.170 1.723 0.671
*
```

HOMO level: -8.41 eV
E_LUMO: 0.82 eV
gap between HOMO and LUMO: 0.33921 hartree


#iv
C4H11N3O2 | wB97M-V/def2-TZVPD

```
! wB97M-V def2-TZVPD RIJCOSX def2/J DEFGRID3
* xyz 0 1
C 0.574 -3.075 -2.098
C 0.651 -0.845 -1.080
N 0.066 -1.400 0.042
N 0.746 -1.627 -2.195
N 1.301 0.255 -0.974
H 0.183 -0.770 0.841
H -0.920 -1.615 0.008
H 1.014 -1.178 -3.052
H 2.020 0.576 -1.594
H 0.547 1.378 0.145
H -0.102 -3.349 -1.311
H 1.572 -3.500 -1.962
H 0.203 -3.507 -3.028
C -1.524 2.808 2.221
C -0.875 1.610 1.559
O -0.842 0.472 1.968
O 0.054 2.054 0.724
H -2.326 2.493 2.891
H -1.775 3.559 1.493
H -0.853 3.173 2.995
*
```

HOMO level: -9.07 eV
E_LUMO: 0.80 eV
gap between HOMO and LUMO: 0.36299 hartree


It comes down to #iv, which is 5.2 kJ/mol more stable than the next structure.